{"formula": "C46H50CaClN6O3S2Te", "method": "ωB97M-V with the def2-TZVPD basis set", "gap_ev": [5.84, 5.50], "total_charge": -2, "multiplicity": 2, "e_homo_ha": [-0.07529, -0.07471], "largest_force_ev_per_a": 1.85, "lumo_energy_ev": [3.80, 3.47], "de_lowest_kcal_mol": 56.62, "species": ["Ca", "C", "C", "N", "O", "C", "C", "N", "O", "H", "H", "H", "H", "H", "H", "H", "S", "C", "C", "C", "C", "C", "C", "N", "C", "C", "C", "C", "C", "C", "C", "H", "H", "H", "H", "H", "H", "H", "H", "Cl", "C", "C", "C", "C", "C", "C", "Te", "N", "C", "O", "C", "C", "C", "C", "C", "C", "C", "C", "C", "C", "C", "C", "C", "C", "C", "C", "C", "C", "H", "H", "H", "H", "H", "H", "H", "H", "H", "H", "H", "H", "H", "H", "H", "H", "H", "H", "H", "H", "H", "H", "H", "H", "H", "H", "H", "C", "N", "C", "C", "N", "C", "S", "H", "H", "H", "H", "H", "H", "H", "H"], "positions_angstrom": [[1.562, -0.006, 0.095], [1.180, 0.065, 4.487], [1.190, 0.592, 3.076], [0.354, 0.218, 2.182], [-0.583, -0.751, 2.570], [2.168, 1.597, 2.701], [2.844, 2.446, 3.748], [2.405, 1.768, 1.422], [3.185, 2.700, 1.037], [0.924, -0.994, 4.460], [0.419, 0.570, 5.088], [2.151, 0.198, 4.959], [-0.779, -1.197, 1.724], [2.170, 2.693, 4.573], [3.165, 3.362, 3.252], [3.734, 1.959, 4.159], [0.450, 4.510, -1.788], [0.303, 4.928, -0.114], [0.299, 6.185, 0.476], [0.126, 6.266, 1.850], [-0.034, 5.108, 2.614], [-0.020, 3.854, 2.030], [0.156, 3.752, 0.650], [0.157, 2.592, -0.070], [0.302, 2.770, -1.333], [0.290, 1.736, -2.352], [0.139, 2.098, -3.702], [0.122, 1.129, -4.680], [0.245, -0.208, -4.308], [0.372, -0.551, -2.971], [0.409, 0.393, -1.936], [0.444, 7.073, -0.126], [0.117, 7.237, 2.330], [-0.155, 5.202, 3.688], [-0.128, 2.944, 2.607], [0.039, 3.146, -3.972], [0.021, 1.405, -5.724], [0.256, -0.974, -5.081], [0.455, -1.604, -2.717], [3.614, -0.574, -1.510], [-4.647, -7.722, -5.343], [-3.960, -6.777, -4.390], [-2.835, -6.064, -4.774], [-2.197, -5.182, -3.904], [-0.964, -4.461, -4.402], [-2.693, -4.966, -2.609], [-1.441, -3.521, -1.271], [-0.265, -2.341, 0.198], [0.879, -2.665, 0.736], [1.800, -1.874, 1.083], [1.115, -4.115, 1.128], [1.197, -5.146, 0.200], [1.426, -6.448, 0.619], [1.570, -6.733, 1.968], [1.509, -5.703, 2.897], [1.289, -4.401, 2.477], [-3.249, -2.544, -0.727], [-3.986, -1.867, -1.706], [-3.531, -1.702, -3.132], [-5.193, -1.268, -1.358], [-5.673, -1.285, -0.062], [-6.916, -0.525, 0.313], [-4.932, -1.956, 0.898], [-3.736, -2.590, 0.588], [-3.036, -3.316, 1.712], [-3.814, -5.714, -2.217], [-4.369, -5.578, -0.822], [-4.431, -6.597, -3.096], [-4.135, -7.737, -6.306], [-5.683, -7.421, -5.513], [-4.658, -8.740, -4.946], [-2.444, -6.195, -5.780], [-0.692, -4.804, -5.401], [-0.116, -4.630, -3.738], [-1.133, -3.383, -4.442], [1.112, -4.923, -0.856], [1.492, -7.242, -0.115], [1.736, -7.753, 2.296], [1.643, -5.916, 3.951], [1.258, -3.590, 3.193], [-2.511, -2.051, -3.261], [-3.564, -0.646, -3.406], [-4.181, -2.258, -3.814], [-5.745, -0.730, -2.122], [-7.524, -0.310, -0.566], [-6.633, 0.429, 0.768], [-7.519, -1.078, 1.037], [-5.287, -1.986, 1.924], [-3.067, -2.717, 2.623], [-1.999, -3.518, 1.466], [-3.540, -4.267, 1.912], [-3.569, -5.682, -0.086], [-5.133, -6.333, -0.625], [-4.814, -4.593, -0.678], [-5.301, -7.161, -2.767], [-2.957, 1.460, 2.924], [-3.225, 2.509, 1.983], [-3.566, 3.852, 2.406], [-3.255, 4.703, 1.168], [-3.172, 3.697, 0.118], [-2.956, 2.442, 0.650], [-2.558, 1.122, -0.232], [-2.234, 1.796, 3.675], [-2.537, 0.613, 2.384], [-3.873, 1.143, 3.437], [-2.972, 4.155, 3.274], [-4.629, 3.905, 2.681], [-2.315, 5.246, 1.292], [-4.053, 5.415, 0.946], [-2.658, 3.904, -0.724]]}